A cluster of 2 separate species, CH4O2S2 in total. Source: the OMol25 dataset; level of theory: ωB97M-V/def2-TZVPD.

```
! RIJCOSX wB97M-V def2-TZVPD def2/J DEFGRID3
* xyz 0 1
C 0.637 -0.778 -0.635
O 1.747 -0.337 -0.032
O -0.022 -1.565 0.175
S -1.178 2.191 1.221
S -0.598 1.641 -0.614
H 0.377 -0.681 -1.651
H 2.317 0.406 -0.385
H 0.465 -1.301 0.996
H -2.532 2.037 1.074
*
```

Computed properties:
**Frontier orbital gap (alpha / beta)**: 6.870 / 6.864 eV
**E_LUMO (alpha / beta)**: -0.16 / -0.17 eV

***

A structure of composition C23H36AsN6O5S5Ti. Source: the OMol25 dataset; level of theory: ωB97M-V/def2-TZVPD.

```
! RIJCOSX wB97M-V def2-TZVPD def2/J DEFGRID3
* xyz -2 2
Ti -0.429 0.437 0.065
O -0.467 0.120 -6.241
C -0.390 0.111 -4.878
C 0.774 0.474 -4.211
C 0.759 0.457 -2.830
N -0.308 0.069 -2.149
C -1.422 -0.267 -2.781
C -1.526 -0.246 -4.156
C -2.571 -0.548 -1.820
O -3.696 -0.733 -2.272
O -2.198 -0.529 -0.601
C 1.874 0.965 -1.934
O 2.952 1.266 -2.441
O 1.509 1.039 -0.714
H 0.391 0.389 -6.590
H 1.673 0.796 -4.724
H -2.460 -0.496 -4.638
S 0.035 -1.384 1.509
As -1.785 -0.483 2.651
S -0.597 1.214 3.610
S 0.073 2.054 1.826
S -2.266 -1.730 4.303
C 1.143 -3.237 4.856
C 2.661 -3.139 4.806
C 3.196 -1.749 5.137
C 2.803 -0.660 4.137
N 3.144 -1.009 2.765
C 4.367 -1.010 2.253
S 5.753 -0.539 3.127
N 4.511 -1.407 0.968
C 3.448 -1.778 0.051
C 2.992 -3.232 0.228
C 2.446 -3.852 -1.055
C 1.249 -3.098 -1.620
H 0.799 -4.260 4.683
H 0.654 -2.610 4.111
H 0.759 -2.916 5.829
H 3.018 -3.425 3.810
H 3.109 -3.855 5.504
H 4.286 -1.775 5.185
H 2.832 -1.439 6.124
H 3.308 0.272 4.400
H 1.728 -0.474 4.131
H 2.333 -1.199 2.178
H 5.451 -1.326 0.624
H 3.832 -1.623 -0.962
H 2.610 -1.084 0.162
H 2.227 -3.278 1.010
H 3.849 -3.814 0.580
H 2.176 -4.895 -0.861
H 3.249 -3.872 -1.802
H 0.435 -3.031 -0.896
H 0.877 -3.563 -2.536
H 1.540 -2.074 -1.860
C -5.626 2.893 -0.267
C -4.959 1.587 0.112
N -3.533 1.814 0.237
C -2.824 2.536 -0.671
N -1.577 2.263 -0.874
C -0.735 3.179 -1.634
C -1.379 4.533 -1.871
C -2.803 4.297 -2.326
N -3.509 3.588 -1.278
C -4.939 3.448 -1.499
H -5.531 3.607 0.555
H -6.687 2.737 -0.473
H -5.167 0.814 -0.638
H -5.320 1.224 1.074
H -3.020 1.041 0.644
H -0.494 2.726 -2.602
H 0.210 3.293 -1.098
H -0.817 5.097 -2.617
H -1.395 5.108 -0.942
H -2.809 3.726 -3.269
H -3.334 5.236 -2.505
H -5.136 2.789 -2.359
H -5.329 4.438 -1.751
*
```

Computed properties:
**Frontier orbital gap (alpha / beta)**: 4.836 / 5.042 eV
**E_LUMO (alpha / beta)**: 3.60 / 3.60 eV
**⟨S²⟩**: 0.76

***

A structure of composition C11H12I2. Source: the OMol25 dataset; level of theory: ωB97M-V/def2-TZVPD.

```
! RIJCOSX wB97M-V def2-TZVPD def2/J DEFGRID3
* xyz 0 1
C -0.280 -3.445 0.080
C 0.294 -2.795 1.102
C -0.506 -2.734 -1.134
C 0.617 -1.421 1.039
C 0.042 -1.461 -1.332
C 0.615 -0.808 -0.208
C 1.408 0.370 -0.446
C 3.006 -0.112 -0.331
C 0.554 1.802 1.234
C -0.204 1.987 -1.059
C 1.002 1.747 -0.108
I 4.405 1.456 -0.272
I 3.646 -2.107 -0.255
H -0.599 -4.484 0.203
H 0.593 -3.261 2.077
H -1.038 -3.278 -1.855
H 1.096 -0.848 1.820
H -0.023 -0.999 -2.321
H 1.328 1.508 1.946
H 0.352 2.864 1.395
H -0.416 1.121 1.301
H -0.431 3.038 -1.032
H -1.052 1.299 -0.842
H 0.168 1.796 -2.064
H 1.762 2.601 -0.331
*
```

Computed properties:
**Frontier orbital gap (alpha / beta)**: 7.776 / 7.811 eV
**E_LUMO (alpha / beta)**: -0.14 / -0.13 eV

***

A cluster of 9 separate species, C27H78N12O9 in total. Source: the OMol25 dataset; level of theory: ωB97M-V/def2-TZVPD.

```
! RIJCOSX wB97M-V def2-TZVPD def2/J DEFGRID3
* xyz 0 1
C 0.907 1.406 3.095
O 2.254 1.162 3.214
C 2.651 0.761 4.565
C 2.887 1.828 5.663
C 3.841 3.017 5.351
N 3.340 1.110 6.926
H 0.733 1.813 2.099
H 0.784 2.195 3.838
H 0.300 0.503 3.151
H 1.972 -0.010 4.931
H 3.658 0.345 4.565
H 1.940 2.347 5.814
H 4.897 2.756 5.282
H 4.007 3.743 6.147
H 3.617 3.454 4.378
H 3.303 1.797 7.665
H 4.333 0.929 6.897
C -0.258 -7.739 3.052
O -0.206 -7.900 1.690
C 0.473 -6.835 0.967
C -0.469 -5.815 0.268
C 0.237 -4.878 -0.709
N -1.314 -5.098 1.202
H -0.890 -8.543 3.428
H -0.710 -6.801 3.373
H 0.686 -7.838 3.589
H 1.236 -6.350 1.576
H 1.004 -7.377 0.185
H -1.115 -6.513 -0.266
H -0.410 -4.407 -1.449
H 1.114 -5.256 -1.236
H 0.727 -4.124 -0.093
H -0.777 -4.695 1.957
H -1.977 -5.709 1.656
C -3.840 2.305 0.892
O -4.962 2.743 0.156
C -5.400 4.052 0.513
C -6.407 4.488 -0.544
C -6.663 6.015 -0.286
N -7.658 3.768 -0.557
H -3.948 1.291 1.278
H -3.782 2.914 1.794
H -3.025 2.420 0.177
H -5.819 3.975 1.516
H -4.528 4.698 0.613
H -5.840 4.420 -1.472
H -6.886 6.288 0.746
H -7.446 6.317 -0.981
H -5.838 6.619 -0.664
H -8.317 4.384 -1.011
H -7.518 3.165 -1.356
C 2.939 -2.979 -2.677
O 2.640 -3.743 -3.827
C 2.125 -2.980 -5.003
C 1.619 -4.060 -6.051
C 0.275 -4.648 -5.682
N 2.536 -5.173 -6.189
H 3.404 -3.631 -1.937
H 2.120 -2.476 -2.163
H 3.707 -2.291 -3.030
H 1.324 -2.426 -4.513
H 2.844 -2.303 -5.464
H 1.637 -3.490 -6.980
H -0.441 -3.829 -5.620
H 0.137 -5.049 -4.678
H 0.065 -5.293 -6.536
H 2.575 -5.519 -7.137
H 3.475 -4.817 -6.082
C 1.339 3.786 -2.203
O 0.074 3.051 -2.201
C -0.977 3.814 -1.675
C -1.646 4.743 -2.685
C -1.062 6.170 -2.781
N -3.091 4.874 -2.363
H 1.551 4.228 -1.230
H 1.302 4.509 -3.019
H 2.248 3.205 -2.361
H -1.761 3.064 -1.572
H -0.751 4.285 -0.718
H -1.417 4.232 -3.621
H -1.824 6.870 -3.124
H -0.238 6.289 -3.484
H -0.836 6.578 -1.796
H -3.515 5.477 -3.054
H -3.525 3.962 -2.338
C 3.690 2.817 0.712
O 3.695 2.058 -0.487
C 3.330 0.667 -0.307
C 4.473 -0.132 0.429
C 5.693 -0.458 -0.425
N 3.958 -1.352 0.968
H 4.380 2.388 1.439
H 2.731 2.665 1.208
H 3.823 3.890 0.572
H 2.401 0.518 0.245
H 3.171 0.220 -1.288
H 4.949 0.361 1.276
H 5.289 -0.874 -1.348
H 6.309 -1.164 0.131
H 6.282 0.409 -0.725
H 3.281 -1.150 1.689
H 3.396 -1.805 0.261
N 0.027 0.479 -3.359
C -0.972 -0.320 -3.497
N -0.720 -1.548 -3.217
O -2.040 0.064 -3.923
H 0.837 0.057 -2.927
H -0.037 1.482 -3.458
H -1.350 -2.197 -3.666
H -0.030 -1.738 -2.504
N -1.258 -1.214 1.287
C -0.614 -0.554 0.385
N -1.006 0.660 0.354
O 0.277 -0.977 -0.362
H -1.159 -2.197 1.080
H -1.984 -0.820 1.868
H -0.338 1.316 -0.026
H -1.866 0.803 0.864
N -3.714 -0.932 5.163
C -2.904 -0.984 4.155
N -1.925 -1.831 4.367
O -2.961 -0.287 3.183
H -3.370 -1.397 5.991
H -4.389 -0.181 5.172
H -1.197 -1.980 3.683
H -1.906 -2.331 5.245
*
```

Computed properties:
**Frontier orbital gap**: 8.709 eV
**SMILES string**: COC[C@H](C)N.COC[C@H](C)N.COC[C@H](C)N.COC[C@H](C)N.COC[C@H](C)N.COC[C@H](C)N.NC(N)=O.NC(N)=O.NC(N)=O
**E_LUMO**: 0.05 eV

***

An isolated molecule of CH2INO2. Source: the OMol25 dataset; level of theory: ωB97M-V/def2-TZVPD.

```
! RIJCOSX wB97M-V def2-TZVPD def2/J DEFGRID3
* xyz 0 1
O 0.204 -1.701 -0.488
C -0.279 -0.952 0.236
I -1.755 -1.493 1.674
N 0.197 0.817 0.288
O 0.736 1.201 -0.976
H -0.588 1.434 0.409
H 1.486 0.693 -1.145
*
```

Computed properties:
**Frontier orbital gap**: 8.902 eV
**SMILES string**: O=C(I)NO
**E_LUMO**: -0.31 eV

***

A cluster of 2 separate species, C4H11NS in total. Source: the OMol25 dataset; level of theory: ωB97M-V/def2-TZVPD.

```
! RIJCOSX wB97M-V def2-TZVPD def2/J DEFGRID3
* xyz -1 2
C 1.037 2.124 3.263
S 0.641 2.936 1.710
C -0.738 3.895 2.288
H 1.457 2.787 4.007
H 1.759 1.353 3.026
H 0.127 1.686 3.673
H -1.281 4.443 1.528
H -1.512 3.240 2.699
H -0.532 4.626 3.078
C 0.271 -3.638 -4.065
C -0.733 -3.113 -2.061
N -0.921 -3.571 -3.233
H 0.876 -4.510 -3.797
H 0.931 -2.771 -3.891
H -0.040 -3.761 -5.092
H -1.594 -2.936 -1.416
H 0.253 -2.788 -1.716
*
```

Computed properties:
**Frontier orbital gap (alpha / beta)**: 1.696 / 9.023 eV
**E_LUMO (alpha / beta)**: 2.86 / 3.42 eV
**⟨S²⟩**: 0.75

***

A structure of composition C5H8FO4Ru. Source: the OMol25 dataset; level of theory: ωB97M-V/def2-TZVPD.

```
! RIJCOSX wB97M-V def2-TZVPD def2/J DEFGRID3
* xyz 1 7
C 0.124 -0.502 1.738
O 1.156 -0.453 0.815
Ru 2.989 -0.298 0.723
C -0.655 -1.810 1.685
H 0.499 -0.359 2.773
H -0.582 0.339 1.565
H -1.474 -1.810 2.419
H -1.087 -1.967 0.685
H 0.009 -2.660 1.907
C 1.350 0.729 -1.176
O 0.649 1.796 -0.764
C -0.677 1.704 -1.214
C -0.765 0.287 -1.768
O 0.609 -0.084 -1.907
O 2.567 0.659 -1.088
F -0.854 2.637 -2.201
H -1.360 1.940 -0.392
H -1.243 -0.396 -1.056
H -1.256 0.248 -2.744
*
```

Computed properties:
**Frontier orbital gap (alpha / beta)**: 8.373 / 8.543 eV
**E_LUMO (alpha / beta)**: -3.36 / -7.20 eV
**⟨S²⟩**: 12.01

***

A cluster of 2 separate species, C40H34F6N2O3 in total. Source: the OMol25 dataset; level of theory: ωB97M-V/def2-TZVPD.

```
! RIJCOSX wB97M-V def2-TZVPD def2/J DEFGRID3
* xyz 0 1
C -4.271 2.490 4.606
C -4.439 1.620 3.386
O -3.505 0.522 3.497
C -3.613 -0.341 2.428
C -2.719 -1.460 2.592
C -2.584 -2.454 1.603
C -1.574 -3.564 1.801
C -0.635 -3.616 2.842
C 0.240 -4.705 2.959
C 0.232 -5.720 1.995
C -0.662 -5.653 0.920
C -1.560 -4.596 0.843
O -3.241 -2.422 0.540
O -4.368 -0.074 1.498
H -5.014 3.294 4.604
H -4.410 1.909 5.523
H -3.283 2.962 4.626
H -5.462 1.218 3.332
H -4.233 2.191 2.467
H -2.167 -1.491 3.522
H -0.600 -2.796 3.557
H 0.924 -4.754 3.809
H 0.910 -6.568 2.087
H -0.671 -6.428 0.147
H -2.268 -4.553 0.016
F 2.970 -3.449 -6.561
C 2.483 -3.812 -5.347
F 1.149 -3.471 -5.301
F 2.541 -5.188 -5.266
C 3.196 -3.194 -4.177
N 2.461 -3.576 -2.959
C 3.025 -4.597 -2.166
C 4.052 -4.296 -1.259
C 4.662 -5.320 -0.543
C 4.253 -6.641 -0.743
C 3.239 -6.948 -1.653
C 2.609 -5.923 -2.349
C 1.590 -2.653 -2.392
C 0.267 -3.054 -2.108
C -0.626 -2.133 -1.631
C -0.226 -0.807 -1.285
C -1.225 0.075 -0.797
C -1.164 1.486 -0.711
C -2.182 2.176 0.018
C -2.102 3.526 0.258
C -0.974 4.245 -0.189
N -0.830 5.595 0.104
C -1.788 6.556 -0.459
C -1.331 6.987 -1.827
F -2.227 7.758 -2.495
F -0.152 7.697 -1.735
F -1.061 5.886 -2.608
C 0.179 6.043 0.978
C 1.440 6.343 0.450
C 2.456 6.800 1.283
C 2.225 6.894 2.658
C 0.977 6.570 3.201
C -0.054 6.159 2.361
C 0.017 3.600 -0.949
C -0.150 2.285 -1.321
C 1.158 -0.483 -1.440
C 2.013 -1.347 -2.096
H 4.208 -3.602 -4.139
H 3.179 -2.108 -4.302
H 4.346 -3.250 -1.153
H 5.456 -5.074 0.164
H 4.734 -7.439 -0.180
H 2.935 -7.982 -1.826
H 1.805 -6.111 -3.059
H -0.024 -4.086 -2.326
H -1.674 -2.397 -1.488
H -2.169 -0.388 -0.493
H -3.033 1.600 0.388
H -2.852 4.059 0.848
H -2.763 6.073 -0.578
H -1.816 7.447 0.170
H 1.585 6.221 -0.623
H 3.421 7.070 0.851
H 3.029 7.218 3.317
H 0.801 6.634 4.276
H -1.046 5.903 2.736
H 0.894 4.175 -1.256
H 0.506 1.845 -2.069
H 1.551 0.455 -1.047
H 3.037 -1.066 -2.356
*
```

Computed properties:
**Frontier orbital gap**: 3.715 eV
**E_LUMO**: -2.66 eV

***

We obtain energy relative to the best compared isomer or geometry (same formula, charge and spin) values of 202.0, 87.0, 136.6, 412.3, 263.7, 217.5, 6.9, 17.0 kJ/mol for the records listed above, in that order.